{"formula": "C54H46Br3N9O16", "method": "wB97M-V/def2-TZVPD", "elements": ["C", "Br", "Br", "Br", "H", "C", "C", "C", "C", "C", "C", "N", "O", "O", "H", "H", "H", "H", "H", "C", "C", "C", "C", "C", "C", "N", "O", "O", "H", "H", "H", "H", "H", "C", "C", "C", "C", "C", "C", "N", "O", "O", "H", "H", "H", "H", "H", "C", "C", "C", "C", "C", "C", "N", "O", "O", "H", "H", "H", "H", "H", "C", "C", "C", "C", "C", "C", "N", "O", "O", "H", "H", "H", "H", "H", "C", "C", "C", "C", "C", "C", "N", "O", "O", "H", "H", "H", "H", "H", "C", "C", "C", "C", "C", "C", "N", "O", "O", "H", "H", "H", "H", "H", "C", "C", "C", "C", "C", "C", "N", "O", "O", "H", "H", "H", "H", "H", "N", "C", "C", "C", "C", "C", "H", "H", "H", "H", "H"], "xyz": [[-6.14042, 0.93582, -1.07788], [-5.22180, 2.71262, -0.73352], [-7.32028, 0.43323, 0.44969], [-4.77001, -0.43160, -1.49579], [-6.76050, 1.01830, -1.97052], [3.56137, -1.17522, -3.85866], [3.01113, -1.67295, -5.05345], [1.93978, -0.94395, -5.60236], [1.38113, 0.18850, -4.93716], [1.96614, 0.67332, -3.80966], [3.02752, 0.04240, -3.28442], [0.18547, 0.80787, -5.47296], [-0.47048, 0.14708, -6.25784], [-0.04946, 1.99744, -5.15645], [4.36231, -1.79146, -3.47769], [3.35411, -2.63562, -5.40279], [1.45054, -1.41716, -6.44089], [1.66732, 1.64684, -3.44998], [3.59695, 0.50550, -2.49215], [-2.07979, 0.65921, 1.80705], [-0.87992, 0.91791, 2.47338], [-0.80914, 1.99474, 3.35745], [-1.93691, 2.86779, 3.53818], [-3.15685, 2.58919, 2.85130], [-3.18738, 1.49013, 2.01655], [-1.88687, 4.01946, 4.43654], [-0.83599, 4.45019, 4.79155], [-2.93947, 4.54098, 4.79510], [-2.19064, -0.16092, 1.11315], [-0.04288, 0.23618, 2.50508], [0.17930, 2.14785, 3.76481], [-3.97698, 3.27114, 3.02083], [-4.05788, 1.30987, 1.40324], [7.33993, 2.51665, 3.78220], [6.73284, 2.38792, 2.56056], [5.35313, 2.04256, 2.58948], [4.65150, 1.78880, 3.78679], [5.43315, 1.75199, 4.93610], [6.72624, 2.08938, 4.93135], [3.18617, 1.54908, 3.78005], [2.59370, 1.12735, 4.79495], [2.56899, 1.78686, 2.72872], [8.35995, 2.86607, 3.84442], [7.20905, 2.60653, 1.61619], [4.81783, 1.98872, 1.65302], [4.98060, 1.58878, 5.90303], [7.14795, 2.30992, 5.90084], [2.55858, 5.28269, 2.02709], [2.02169, 4.82434, 3.20136], [2.79472, 4.81472, 4.34689], [4.16857, 5.18609, 4.23931], [4.65299, 5.65003, 2.98974], [3.88568, 5.61064, 1.84931], [5.05049, 5.09407, 5.40785], [4.65865, 4.58708, 6.44633], [6.17402, 5.63221, 5.39993], [1.85275, 5.18258, 1.21581], [0.95747, 4.65696, 3.27767], [2.36766, 4.44894, 5.26897], [5.66169, 6.03048, 2.92503], [4.26445, 5.92737, 0.88878], [-4.83414, -6.14306, -3.27932], [-4.68091, -6.39976, -1.94777], [-4.04279, -5.49657, -1.08203], [-3.63829, -4.27201, -1.59906], [-3.59977, -4.07662, -2.98079], [-4.17996, -5.00602, -3.80502], [-3.23908, -3.23780, -0.62441], [-2.45800, -2.38078, -1.08560], [-3.59674, -3.31305, 0.53253], [-5.35460, -6.83471, -3.92519], [-4.95194, -7.31058, -1.43459], [-3.91447, -5.71953, -0.03311], [-3.12276, -3.21458, -3.42323], [-4.32899, -4.79664, -4.85399], [3.27509, -2.41286, 0.98818], [3.52623, -3.70600, 1.24699], [3.56795, -4.19668, 2.57128], [3.41618, -3.31495, 3.63821], [3.22051, -1.94469, 3.37381], [3.11946, -1.52719, 2.03019], [3.38671, -3.83772, 5.12319], [3.91780, -4.93050, 5.25096], [2.91900, -3.16593, 5.99283], [3.13263, -2.10405, -0.03688], [3.70354, -4.39242, 0.43226], [3.72096, -5.24978, 2.75558], [3.17984, -1.17594, 4.13129], [2.88492, -0.50729, 1.76338], [-1.97201, 3.14980, -2.40757], [-0.72777, 3.75970, -1.97570], [0.21016, 2.94509, -1.26577], [-0.04706, 1.54033, -1.09737], [-1.30523, 1.05539, -1.50095], [-2.21541, 1.81622, -2.19106], [0.93645, 0.67988, -0.42792], [0.67348, -0.55328, -0.33666], [1.97072, 1.18004, -0.05248], [-2.66493, 3.76137, -2.96635], [-0.76086, 4.82090, -2.17354], [1.13794, 3.39401, -0.94312], [-1.49399, 0.00061, -1.36602], [-3.17658, 1.48445, -2.55503], [-5.92147, -1.86071, -6.42850], [-6.93387, -1.06305, -5.90002], [-6.71022, 0.20603, -5.34989], [-5.38655, 0.72182, -5.33667], [-4.36782, -0.08814, -5.89952], [-4.68493, -1.33399, -6.53377], [-5.09940, 2.03692, -4.65331], [-4.03053, 2.65965, -4.82338], [-5.96350, 2.46568, -3.83603], [-6.10096, -2.87792, -6.74388], [-7.90557, -1.52718, -5.81768], [-7.46304, 0.82310, -4.88202], [-3.34592, 0.24287, -5.78747], [-3.84040, -1.83696, -6.98119], [-0.57518, -6.06637, 1.41459], [-0.42804, -5.38233, 0.25262], [-0.01692, -4.03956, 0.25997], [0.09048, -3.39301, 1.47462], [-0.27113, -4.03275, 2.65670], [-0.54839, -5.40414, 2.62131], [-0.51630, -5.93082, -0.67354], [0.07353, -3.54599, -0.69639], [0.29479, -2.33252, 1.47214], [-0.23527, -3.52475, 3.60909], [-0.84631, -5.98597, 3.48102]], "lowdin_spin": [0.000, 0.000, 0.000, 0.001, 0.000, 0.000, 0.001, 0.000, 0.001, 0.001, 0.001, 0.000, 0.000, 0.001, 0.000, 0.000, 0.000, 0.000, 0.000, 0.088, 0.035, 0.003, 0.090, 0.003, 0.041, 0.007, 0.006, 0.016, 0.000, 0.001, -0.001, -0.001, 0.001, 0.000, 0.000, 0.000, 0.000, 0.000, 0.000, 0.000, 0.000, 0.000, 0.000, 0.000, 0.000, 0.000, 0.000, 0.000, 0.000, 0.000, 0.000, 0.000, 0.000, 0.000, 0.000, 0.000, 0.000, 0.000, 0.000, 0.000, 0.000, 0.000, 0.000, 0.000, 0.000, 0.000, 0.000, 0.000, 0.000, 0.000, 0.000, 0.000, 0.000, 0.000, 0.000, 0.000, 0.000, 0.000, 0.000, 0.000, 0.000, 0.000, 0.000, 0.000, 0.000, 0.000, 0.000, 0.000, 0.000, 0.096, 0.243, 0.010, 0.125, 0.176, 0.018, 0.005, 0.031, -0.011, 0.002, 0.010, -0.002, 0.004, -0.001, 0.000, 0.000, 0.000, 0.000, 0.000, 0.000, 0.000, 0.000, 0.000, 0.000, 0.000, 0.000, 0.000, 0.000, 0.000, 0.000, 0.000, 0.000, 0.000, 0.000, 0.000, 0.000, 0.000, 0.000, 0.000], "homo_energy_ev": [-11.268, -11.268], "total_charge": 1, "spin_multiplicity": 2, "gap_ev": [6.7, 2.6]}